ORCA calculation (wB97M-V/def2-TZVPD) on the molecule C5H12O2 at a distorted geometry.

```
19
C5H12O2, DFT wB97M-V/def2-TZVPD
C -1.5633 -1.3499 1.6245
C -0.4078 -0.9004 0.7565
C -0.5630 0.4505 0.3256
C 0.5328 0.8877 -0.8598
C 0.7563 2.3950 -0.9312
H -2.2650 -2.3455 1.2348
H -2.3189 -0.5450 1.8717
H -1.3946 -1.6402 2.8600
H 0.3230 -1.1224 1.3338
H -1.1570 -1.8935 -0.5447
H -1.6235 0.5168 0.4007
H -0.1515 1.2138 1.3142
H 0.1325 0.5759 -1.8072
H -0.0573 2.9575 -1.5259
H 1.6158 2.5943 -1.8593
H 1.1770 2.7389 -0.1929
H 1.5638 -0.6884 -0.5313
O -0.3221 -1.7405 -0.4768
O 1.7754 0.3331 -0.5291
```

As for the HOMO energy: -0.368 hartree. For the total energy, the calculation gives -9469.32446 eV. Its SMILES is C[C@@H](O)C[C@@H](C)O. The energy above the lowest of the compared OMol25 structures with the same formula, charge and spin is 5.8112 eV. For the LUMO energy, the calculation gives 0.0292 hartree. Its spin multiplicity is 1.



ORCA calculation (wB97M-V/def2-TZVPD) on a structure of composition C3H12CsOP at a distorted geometry.

```
18
C3H12CsOP, DFT wB97M-V/def2-TZVPD
C 1.2822 -0.5066 0.5981
C 0.9297 0.2377 -0.6675
O 1.3208 1.6043 -0.5762
C -0.5343 0.1298 -1.0414
P -1.8734 0.2472 0.3871
H 1.2175 0.1353 1.4702
H 0.5874 -1.3247 0.7429
H 2.2927 -0.9541 0.4880
H 1.5309 -0.1952 -1.4871
H 1.9009 1.7419 0.1678
H -0.7242 0.9492 -1.7335
H -0.6988 -0.8011 -1.5879
H -0.9155 1.0882 1.1552
H -1.2627 -0.9949 1.0154
H -2.7629 -0.6471 -0.4030
H -2.4705 1.4428 -0.2352
H -2.8414 0.2981 1.4904
Cs 3.0215 -2.4509 0.2164
```

As for the HOMO energy: -0.211 hartree. For the total energy, the calculation gives -15180.86125 eV. For the LUMO energy, the calculation gives -0.0529 hartree. Its spin multiplicity is 1.



ORCA calculation (wB97M-V/def2-TZVPD) on a cluster of 6 separate species, C28H46INO15S in total at a distorted geometry.

```
92
C28H46INO15S, DFT wB97M-V/def2-TZVPD
C -3.9056 -6.1213 2.1818
C -4.6942 -4.8000 2.0947
C -3.9285 -3.6023 2.6873
I -5.0147 -2.6535 4.2839
N -3.4232 -2.6010 1.7421
C -2.5508 -3.1642 0.6935
C -1.2448 -3.7916 1.1967
C -0.3162 -2.7794 1.8860
C -0.7787 -2.3564 3.2953
S 0.3971 -1.3140 4.1525
O 1.2197 -2.1349 5.0435
O -0.3293 -0.2116 4.7890
O 1.2559 -0.7408 2.9392
C -4.4463 -1.8184 1.1616
O -5.6490 -2.0882 1.1258
O -3.9439 -0.6386 0.6234
H -4.5786 -6.9817 2.1082
H -3.3949 -6.1798 3.1501
H -3.1727 -6.1782 1.3741
H -5.6504 -4.9365 2.6068
H -4.9605 -4.6160 1.0487
H -3.0447 -3.9898 3.2021
H -2.2605 -2.3233 0.0524
H -3.0863 -3.8671 0.0391
H -0.7370 -4.2211 0.3312
H -1.4406 -4.6184 1.8846
H -0.1170 -1.9003 1.2694
H 0.6489 -3.2790 2.0296
H -1.6928 -1.7668 3.2624
H -0.9083 -3.2270 3.9397
H 1.6204 0.1407 3.1591
H -4.1245 -0.6721 -0.3201
O 1.4593 -5.1333 0.7917
C 1.9117 -5.0321 -0.3104
O 1.1253 -4.9496 -1.4116
C 1.9345 -4.9412 -2.6025
C 3.3078 -4.4643 -2.1469
C 3.3705 -5.0068 -0.7193
H 1.9586 -5.9549 -3.0071
H 1.4735 -4.2822 -3.3338
H 4.1141 -4.8061 -2.7919
H 3.3324 -3.3741 -2.1264
H 3.7552 -6.0268 -0.6811
H 3.9421 -4.3734 -0.0475
O 2.2885 1.7423 3.7469
C 3.1355 2.2985 3.0915
O 2.8471 2.9223 1.9450
C 4.0580 3.4038 1.3172
C 5.0678 3.5118 2.4517
C 4.6189 2.3792 3.3770
H 4.3582 2.6870 0.5530
H 3.8518 4.3554 0.8368
H 6.0982 3.4323 2.1136
H 4.9534 4.4690 2.9616
H 5.0717 1.4222 3.1125
H 4.7936 2.5886 4.4284
O 0.0925 5.4157 2.0099
C -0.5400 4.4865 2.4205
O -1.3625 3.7605 1.6236
C -2.0687 2.7736 2.4072
C -1.2134 2.5691 3.6492
C -0.5950 3.9517 3.8336
H -3.0611 3.1667 2.6397
H -2.1828 1.8690 1.8139
H -1.7764 2.2134 4.5079
H -0.4305 1.8438 3.4468
H -1.2285 4.6136 4.4274
H 0.4020 3.9105 4.2621
O 4.0615 3.8117 -3.0802
C 2.9643 3.3979 -2.8411
O 2.6879 2.7232 -1.6975
C 1.3273 2.2515 -1.7179
C 0.6088 3.1545 -2.7120
C 1.7223 3.4841 -3.7041
H 1.3337 1.2038 -2.0319
H 0.9189 2.3176 -0.7142
H -0.2652 2.6862 -3.1603
H 0.2802 4.0650 -2.2128
H 1.7996 2.7408 -4.4968
H 1.6201 4.4726 -4.1325
O -0.6616 5.1700 -4.9095
C -0.7748 4.5236 -5.9061
O 0.2036 3.6931 -6.3646
C -0.1877 3.1418 -7.6367
C -1.7057 3.2439 -7.6793
C -1.9530 4.5077 -6.8606
H 0.2884 3.7282 -8.4251
H 0.1711 2.1171 -7.6951
H -2.1028 3.2809 -8.6913
H -2.1497 2.3845 -7.1751
H -1.9115 5.4103 -7.4716
H -2.8871 4.4812 -6.3077
```

As for the HOMO energy: -0.338 hartree. For the total energy, the calculation gives -80921.96731 eV. Its SMILES is CC[C@H](I)N(CCCCS(=O)(=O)O)C(=O)O.O=C1CCCO1.O=C1CCCO1.O=C1CCCO1.O=C1CCCO1.O=C1CCCO1. The energy above the lowest of the compared OMol25 structures with the same formula, charge and spin is 0.0000 eV. For the LUMO energy, the calculation gives 0.0000 hartree. Its spin multiplicity is 1.